Record 1
Formula: C25H18BiBrIN5O2
Source: OMol25
Level of theory: ωB97M-V with the def2-TZVPD basis set

```
53
Properties=species:S:1:pos:R:3:mulliken_charge:R:1
N -3.17639 0.22561 0.16137 -0.64
H -3.81031 -0.87952 9.60610 0.33
C 5.24142 0.29304 -5.30243 0.95
O 6.31952 0.33508 -6.07814 -0.45
C 1.37984 0.04860 1.70342 -0.18
C 0.90007 0.03358 2.99377 -1.10
C -3.29038 0.02935 7.31690 -0.85
H -2.66792 1.20261 5.64581 0.40
H 6.49985 0.14221 -3.58602 0.44
H 5.64255 1.34523 -7.76920 0.35
C -1.44625 0.20702 -1.51290 0.11
C -4.09835 0.29351 -0.78052 -0.07
I -3.61472 2.63820 2.97709 -0.10
C -2.45028 0.26631 -2.50117 -0.26
C 6.15919 0.42520 -7.48857 -0.85
C -4.42504 -1.99494 6.70298 -0.52
C -0.90693 0.09114 0.90255 0.23
Br -4.85251 -2.83035 4.05090 -0.17
C 4.42636 0.15871 -3.03859 -0.53
H -4.94434 -2.90247 6.97622 0.47
H 4.60985 0.07981 -1.97588 0.49
H -2.91229 0.72490 8.05470 0.34
C -0.47166 0.02322 3.20005 0.29
H 1.56921 0.02843 3.84179 0.46
H 5.61363 -0.43563 -7.88032 0.35
H 1.87323 0.33981 -5.27984 0.21
C -4.21736 -1.64299 5.39608 0.22
C -0.05686 0.18508 -1.75461 0.04
H -5.13214 0.35112 -0.45897 0.38
H 3.71650 0.40462 -6.82823 0.41
N 0.68532 0.22295 -2.89916 -0.12
C 2.87720 0.30392 -4.87316 -0.72
H 0.34818 0.27984 -3.84397 0.18
C -3.94669 -1.14383 7.70718 0.97
H -2.17129 0.27893 -3.54675 0.46
H 2.43951 0.03501 1.48187 0.65
Bi -3.59454 -0.02444 2.47835 1.12
O -4.15182 -1.50818 8.95836 -0.48
N -3.58889 -0.52764 5.00532 -0.27
H -0.89011 -0.00410 4.19861 0.34
C -3.14464 0.28732 5.97771 -0.32
N -1.34316 0.03702 2.19490 -0.33
C -1.85956 0.17012 -0.15693 0.67
C 3.10034 0.21900 -3.49566 0.43
C 0.47936 0.08532 0.63143 0.29
C 5.47276 0.19272 -3.92204 -0.61
H -4.55624 0.35854 -2.87977 0.46
C 0.89071 0.13378 -0.73007 0.42
C -3.77121 0.30873 -2.13950 -0.94
N 2.14460 0.13918 -1.22730 -0.79
C 3.92416 0.34069 -5.76933 -0.70
C 2.01615 0.19461 -2.54379 0.33
H 7.16236 0.43397 -7.90067 0.25
```

## Properties
- M (g/mol) = 836.2
- ΔE to the lowest compared entry with this formula, charge and spin (kcal/mol) = 0.0
- charge = +2
- HOMO-LUMO gap (eV) = 5.2967
- HOMO energy (Eh) = -0.4454

---

Record 2
Formula: C23H26O6
Source: OMol25
Level of theory: ωB97M-V with the def2-TZVPD basis set

```
55
Properties=species:S:1:pos:R:3:mulliken_charge:R:1
H 2.30752 -0.34049 -2.09988 0.49
C -0.19297 -0.17551 3.41915 0.39
C -2.13839 -0.24152 1.74414 1.19
H 1.85022 -1.07564 4.61927 0.29
C -2.77122 -0.67765 -2.69843 -0.68
C -2.24437 0.11578 -3.74853 1.02
O -0.37811 -1.30943 3.89345 -0.79
H -2.00006 1.27214 -6.20913 0.34
H -2.34325 -2.35481 1.48337 0.14
C 1.43996 -0.13948 5.01510 -0.19
O -3.12686 0.84021 -4.47676 -0.43
H 0.72188 -0.38494 5.80728 0.29
C 4.49474 -2.48360 -0.62192 -0.31
C -0.49110 -1.32003 -2.05014 0.90
O -1.15573 2.17156 0.71375 -0.14
C -0.50078 1.74072 1.81554 0.72
H 3.30829 0.91839 4.82040 0.29
C 2.22463 -3.14798 -0.14108 -0.52
C -2.54429 -1.60259 2.25717 -1.21
H -2.31305 -1.95659 -1.06091 0.11
H -3.62609 -1.61382 2.43842 0.35
H 4.72250 -0.77192 -1.92343 0.38
H -3.84928 -0.70451 -2.55156 0.44
O 0.36781 2.43396 2.32609 -0.70
H -1.99801 -1.88933 3.15449 0.33
C -0.84733 0.14183 -3.97939 -0.55
O -2.83705 0.25965 0.85124 -0.71
H -1.05519 4.99102 -1.05106 0.41
C -1.45315 4.00123 -0.81674 -1.09
C -1.91557 -1.35829 -1.87957 -0.45
H 1.50474 -3.79762 0.35638 0.35
O 0.77761 0.58529 3.95413 -0.24
C -0.00050 -0.59142 -3.17379 -0.81
H -1.35132 3.37584 -1.70896 0.12
C 4.01730 -1.43355 -1.41687 -0.78
C 2.54673 0.70048 5.57221 -1.26
H -1.93873 2.52294 -4.92528 0.34
H 3.01988 0.11696 6.36486 0.40
H -2.51042 4.11508 -0.55928 0.31
C -0.65571 3.47310 0.33940 -0.26
C -2.57815 1.78189 -5.42631 -0.82
C 2.65026 -1.21759 -1.56027 -0.19
H -3.45597 2.26123 -5.85409 0.26
H -0.27682 -2.69882 -0.46919 0.18
C 3.58518 -3.32964 0.03325 -0.68
H -0.74004 4.15860 1.19173 0.32
H 0.40471 3.38350 0.06957 0.31
C 1.70424 -2.10787 -0.97338 0.98
H 3.94667 -4.12973 0.68088 0.39
H -0.44654 0.74995 -4.79493 0.38
H 2.17887 1.62827 6.01561 0.31
C 0.29475 -2.04156 -1.12531 -0.35
C -0.94860 0.40320 2.30019 -0.44
H 1.05130 -0.60960 -3.44205 0.50
H 5.56485 -2.63732 -0.49881 0.38
```

## Properties
- M (g/mol) = 398.5
- ΔE to the lowest compared entry with this formula, charge and spin (kcal/mol) = 10.5
- charge = 0
- HOMO-LUMO gap (eV) = 3.4374
- HOMO energy (Eh) = -0.2381

---

Record 3
Formula: C4H6ClN
Source: OMol25
Level of theory: ωB97M-V with the def2-TZVPD basis set

```
12
Properties=species:S:1:pos:R:3:mulliken_charge:R:1
Cl 0.76061 0.91442 -2.65565 -0.19
C 0.62613 0.36320 0.06548 0.42
H 1.46587 0.95521 1.94144 0.26
H 1.68804 -0.74015 1.53441 0.29
H 2.75943 0.53883 0.58399 0.25
C -0.56271 -0.02670 -0.29733 0.41
C -1.86999 -0.69191 -0.33557 -1.01
H -1.86088 -1.52211 -1.08953 0.27
H -2.77219 -0.06472 -0.54384 0.29
C 1.69387 0.28510 1.09522 -0.90
H -2.11602 -1.27093 0.67228 0.24
N 0.18783 1.25976 -0.97091 -0.32
```

## Properties
- M (g/mol) = 103.6
- ΔE to the lowest compared entry with this formula, charge and spin (kcal/mol) = 86.6
- SMILES string = CC1=C(C)N1Cl
- charge = 0
- HOMO-LUMO gap (eV) = 9.4967
- HOMO energy (Eh) = -0.3214

---

What are the largest force on an atom values for these records? In order: 0.015; 0.030; 0.058 hartree/bohr.